This record from OMol25 describes 2 unconnected molecules or ions with the total composition C5H11NO2. The level of theory is ωB97M-V with the def2-TZVPD basis set.

As for the maximum force: 0.31 eV Å⁻¹. Its energy relative to the best compared isomer or geometry (same formula, charge and spin) is 62.60 kcal/mol. Its net charge is 0. The calculation puts the HOMO energy at -7.655 eV.

CARTESIAN COORDINATES (ANGSTROEM)
O1 -1.06 1.28 -1.33
O2 2.50 -0.05 0.62
N1 0.88 1.58 0.19
C1 0.87 -1.97 -0.69
C2 0.33 -0.70 -0.06
C3 -1.02 -0.36 -0.12
C4 -1.79 0.25 1.03
C5 1.23 0.32 0.30
H1 1.64 -1.77 -1.44
H2 -0.08 1.68 -0.54
H3 0.06 -2.52 -1.17
H4 -2.05 -0.56 1.72
H5 -1.87 1.76 -1.14
H6 -1.21 0.99 1.57
H7 -2.73 0.70 0.69
H8 3.10 0.70 0.52
H9 -1.63 -1.02 -0.73
H10 1.32 -2.63 0.06
H11 1.50 2.31 0.52